Entry 1:
Formula: C20H34N4O3
Source: OMol25
Level of theory: ωB97M-V/def2-TZVPD

Calculated values
HOMO energy (eV): -8.2
Maximum force (Eh/bohr): 0.0106
Molecular weight (g mol⁻¹): 378.52
Energy (eV): -33395.2367
SMILES: CCN(C[C@@H](C)NC(=O)c1ccn(C)c1)C(=O)COC[C@@H](C)N1CCCC1

Each line ends with the Löwdin charge.
Atoms and positions in Å:
C 1.720 0.911 -1.405  -0.062
C 0.551 1.254 -0.495  -0.192
N -0.718 0.682 -0.946  -0.020
C -0.893 -0.748 -0.697  -0.095
C -1.637 -1.122 0.582  -0.336
C -0.841 -0.830 1.848  -0.049
N -2.952 -0.526 0.593  0.112
C -3.929 -0.933 1.444  -0.441
O -3.728 -1.757 2.326  0.053
C -5.261 -0.326 1.221  -0.142
C -6.353 -0.400 2.125  -0.025
C -7.405 0.241 1.541  -0.087
N -7.001 0.693 0.309  -0.166
C -7.829 1.420 -0.631  -0.024
C -5.705 0.349 0.105  -0.030
C -1.681 1.370 -1.593  -0.400
O -2.769 0.871 -1.875  0.028
C -1.470 2.841 -1.911  -0.123
O -0.306 3.056 -2.667  -0.148
C -0.118 4.424 -2.972  -0.176
C 1.145 4.549 -3.806  -0.369
C 0.994 3.748 -5.089  -0.041
N 1.413 5.951 -4.091  -0.135
C 2.607 6.155 -4.908  -0.198
C 2.901 7.649 -4.781  -0.159
C 2.256 8.062 -3.440  -0.159
C 1.629 6.776 -2.902  -0.196
H 2.633 1.384 -1.037  0.080
H 1.898 -0.166 -1.440  0.069
H 1.535 1.265 -2.416  0.066
H 0.743 0.870 0.507  0.106
H 0.458 2.331 -0.397  0.113
H -1.422 -1.172 -1.553  0.136
H 0.094 -1.207 -0.665  0.120
H -1.764 -2.212 0.539  0.151
H 0.169 -1.243 1.772  0.080
H -0.765 0.245 2.024  0.079
H -1.330 -1.283 2.707  0.072
H -3.195 0.068 -0.186  0.084
H -6.338 -0.880 3.088  0.108
H -8.408 0.417 1.890  0.114
H -7.465 1.246 -1.641  0.089
H -8.855 1.067 -0.561  0.088
H -7.805 2.492 -0.426  0.089
H -5.203 0.605 -0.816  0.121
H -2.352 3.159 -2.469  0.135
H -1.439 3.406 -0.964  0.140
H -0.974 4.818 -3.537  0.143
H -0.033 4.994 -2.039  0.119
H 1.979 4.118 -3.216  0.150
H 0.693 2.726 -4.863  0.078
H 0.231 4.199 -5.727  0.094
H 1.928 3.701 -5.648  0.072
H 3.452 5.547 -4.536  0.125
H 2.428 5.857 -5.940  0.111
H 3.973 7.842 -4.799  0.103
H 2.458 8.194 -5.612  0.104
H 2.984 8.469 -2.739  0.103
H 1.491 8.821 -3.593  0.103
H 0.690 6.969 -2.382  0.109
H 2.302 6.272 -2.183  0.125

Entry 2:
Formula: C3H6O3
Source: OMol25
Level of theory: ωB97M-V/def2-TZVPD

Calculated values
HOMO energy (eV): -10.5
Maximum force (Eh/bohr): 0.0177
Molecular weight (g mol⁻¹): 90.08
Energy (eV): -9350.7945
SMILES: O=C(O)CCO

Each line ends with the Löwdin charge.
Atoms and positions in Å:
O 1.814 1.646 -0.780  0.102
C 0.742 1.166 -0.515  -0.532
O -0.415 1.828 -0.615  0.115
C 0.612 -0.250 -0.013  -0.069
C -0.777 -0.879 0.101  -0.247
O -0.792 -1.938 1.055  -0.064
H -0.229 2.704 -0.986  0.134
H 1.025 -0.365 0.982  0.127
H 1.274 -0.812 -0.656  0.129
H -1.093 -1.346 -0.831  0.124
H -1.552 -0.163 0.336  0.109
H -0.609 -1.591 1.921  0.073

Question: What is the energy in the first record?
Answer: -33395.2367 eV

Question: Which formula does entry 2 have?
Answer: C3H6O3